## i
This record from the Open Molecules 2025 dataset describes the molecule C8H11BrO. The level of theory is ωB97M-V/def2-TZVPD.

Results
Gap between HOMO and LUMO: 0.3442 Eh
Structure (SMILES): CC[C@](C)(Br)c1ccco1

```
21
C8H11BrO | the Open Molecules 2025 dataset | ωB97M-V/def2-TZVPD
C -0.177 3.209 -0.092
C -0.451 1.904 -0.558
C 0.996 3.136 0.607
C 0.650 1.079 -0.241
C -0.750 -1.094 1.232
C 0.579 -0.855 -1.688
C 0.590 -1.525 0.751
C 1.168 -0.355 -0.435
O 1.470 1.897 0.529
Br 3.159 -0.342 -0.211
H -0.922 3.902 0.050
H -1.241 1.775 -1.216
H 1.634 3.726 1.247
H -0.764 -0.219 1.800
H -1.320 -0.999 0.336
H -0.933 -1.957 1.803
H -0.477 -1.165 -1.479
H 0.628 -0.077 -2.401
H 1.073 -1.772 -1.975
H 1.375 -1.642 1.497
H 0.517 -2.409 0.156
```



## ii
This record from the Open Molecules 2025 dataset describes a 2-piece molecular cluster, C8H11BrO overall. The level of theory is ωB97M-V/def2-TZVPD.

Results
Gap between HOMO and LUMO: 0.3783 Eh
Structure (SMILES): C=CC(=O)C(C)C.C#CBr

```
21
C8H11BrO | the Open Molecules 2025 dataset | ωB97M-V/def2-TZVPD
C -1.069 -1.901 -3.430
C -1.584 -0.868 -3.591
C -3.187 0.551 0.204
C -1.890 0.685 0.416
C 1.105 0.624 -1.926
C 0.123 -1.244 -0.631
C 0.265 0.301 -0.727
C -1.023 0.941 -0.833
O -1.394 1.646 -1.731
Br -2.592 0.574 -3.974
H -3.890 0.339 0.907
H -3.673 0.783 -0.749
H -1.383 0.458 1.364
H 1.874 -0.076 -1.882
H 0.467 0.581 -2.782
H 1.405 1.680 -1.772
H -0.259 -1.364 0.331
H 1.122 -1.566 -0.729
H -0.574 -1.685 -1.330
H 0.776 0.572 0.139
H -0.318 -2.562 -3.238
```



Taking the most stable structure as the zero point, the relative energies in kJ/mol are i 0.0; ii 223.3.



## i
This record from the Open Molecules 2025 dataset describes a 2-piece molecular cluster, C10H14Cl2NO overall. The level of theory is ωB97M-V/def2-TZVPD.

Results
Gap between HOMO and LUMO (alpha / beta): 0.2764 / 0.3162 Eh
Charge: +1

```
28
C10H14Cl2NO | the Open Molecules 2025 dataset | ωB97M-V/def2-TZVPD
C 3.932 -0.109 -0.755
C 2.931 -1.062 -0.369
C 3.719 1.199 -0.466
C 1.797 -0.591 0.174
C 2.636 1.711 0.259
C 1.595 0.757 0.562
C -2.220 -1.244 1.111
C 0.276 1.337 1.058
C -2.780 -0.631 -0.170
C -0.387 2.226 0.047
N -1.938 -0.714 -1.336
O -3.535 0.433 -0.118
Cl -0.338 1.867 -1.661
Cl -2.028 2.741 0.375
H 4.856 -0.613 -1.074
H 3.002 -2.113 -0.481
H 4.500 1.900 -0.658
H 1.073 -1.284 0.374
H 2.601 2.764 0.487
H -3.049 -1.457 1.886
H -1.382 -0.612 1.421
H -1.758 -2.172 0.921
H -0.468 0.542 1.321
H 0.377 1.820 1.952
H -2.386 -0.821 -2.157
H -1.207 0.122 -1.396
H -1.223 -1.496 -1.040
H -3.065 1.271 0.328
```



## ii
This record from the Open Molecules 2025 dataset describes an isolated ion of composition C10H14Cl2NO and charge +1. The level of theory is ωB97M-V/def2-TZVPD.

Results
Gap between HOMO and LUMO: 0.3275 Eh
Charge: +1
Structure (SMILES): C[C@@]([NH3+])(O)C(Cl)(Cl)Cc1ccccc1

```
28
C10H14Cl2NO | the Open Molecules 2025 dataset | ωB97M-V/def2-TZVPD
C 4.168 0.642 -0.081
C 3.509 0.119 -1.150
C 3.480 0.595 1.113
C 2.229 -0.369 -1.113
C 2.202 0.064 1.256
C 1.490 -0.319 0.117
C -2.823 -0.014 1.460
C 0.016 -0.693 0.209
C -2.390 0.228 -0.042
C -0.905 0.425 -0.363
N -2.838 -1.049 -0.853
O -3.198 1.171 -0.615
Cl -0.838 0.433 -2.167
Cl -0.371 2.003 0.239
H 5.049 1.150 0.054
H 3.890 0.053 -2.313
H 4.005 0.982 1.923
H 1.619 -0.781 -1.974
H 1.724 0.101 2.220
H -3.875 -0.135 1.299
H -2.547 0.878 1.988
H -2.187 -0.892 1.891
H -0.206 -1.573 -0.431
H -0.151 -0.925 1.208
H -3.845 -1.060 -0.784
H -2.333 -1.007 -1.851
H -2.299 -1.968 -0.502
H -2.574 1.939 -0.737
```



Taking the most stable structure as the zero point, the relative energies in kJ/mol are i 348.2; ii 0.0.



## i
This record from the Open Molecules 2025 dataset describes CH2O2 as an isolated structure. The level of theory is ωB97M-V/def2-TZVPD.

Results
Gap between HOMO and LUMO: 0.3322 Eh

```
5
CH2O2 | the Open Molecules 2025 dataset | ωB97M-V/def2-TZVPD
C 0.396 0.149 0.000
O -0.839 0.697 0.001
O -1.283 -0.688 -0.001
H 0.868 -0.069 -0.950
H 0.858 -0.089 0.950
```



## ii
This record from the Open Molecules 2025 dataset describes the molecule CH2O2. The level of theory is ωB97M-V/def2-TZVPD.

Results
Gap between HOMO and LUMO: 0.4317 Eh
Structure (SMILES): O=CO

```
5
CH2O2 | the Open Molecules 2025 dataset | ωB97M-V/def2-TZVPD
C 0.361 -0.144 0.210
H -1.293 0.542 -0.608
H 0.944 -1.025 0.174
O -0.685 -0.177 -0.592
O 0.673 0.804 0.816
```



Taking the most stable structure as the zero point, the relative energies in kJ/mol are i 536.8; ii 0.0.



## i
This record from the Open Molecules 2025 dataset describes the molecule C13H11N. The level of theory is ωB97M-V/def2-TZVPD.

Results
Gap between HOMO and LUMO: 0.3049 Eh
Structure (SMILES): C#C[C@H]1C=CN=C(c2ccccc2)C1

```
25
C13H11N | the Open Molecules 2025 dataset | ωB97M-V/def2-TZVPD
C -1.956 -2.039 1.770
C -2.361 -1.441 0.753
C 3.762 0.319 0.029
C 3.165 -0.547 -0.894
C 3.027 0.944 0.974
C 1.795 -0.542 -0.973
C 1.637 0.968 0.889
C 1.024 0.345 -0.215
C -3.124 0.689 -0.069
C -2.605 -0.668 -0.446
C -2.247 1.696 0.189
C -1.228 -0.530 -1.153
C -0.396 0.467 -0.351
N -0.892 1.558 0.132
H -1.922 -2.599 2.667
H 4.910 0.310 0.184
H 3.850 -1.168 -1.521
H 3.651 1.279 1.730
H 1.128 -1.164 -1.601
H 1.084 1.491 1.627
H -4.138 0.778 0.036
H -3.198 -1.374 -0.969
H -2.702 2.695 0.397
H -0.843 -1.444 -1.122
H -1.423 -0.023 -2.063
```



## ii
This record from the Open Molecules 2025 dataset describes a 2-piece molecular cluster, C13H11N overall. The level of theory is ωB97M-V/def2-TZVPD.

Results
Gap between HOMO and LUMO: 0.3086 Eh

```
25
C13H11N | the Open Molecules 2025 dataset | ωB97M-V/def2-TZVPD
C -2.370 -1.944 -1.505
C -1.507 -1.215 -1.117
C 0.508 -0.396 3.642
C 0.413 -1.467 2.767
C 0.371 0.895 3.162
C 0.200 -1.249 1.420
C 0.148 1.116 1.815
C 0.070 0.046 0.927
C -0.042 1.195 -3.135
C 0.796 0.199 -2.828
C -0.699 1.898 -2.059
C 1.079 -0.127 -1.398
C -0.068 0.326 -0.516
N -0.729 1.483 -0.848
H -3.076 -2.662 -1.819
H 0.682 -0.568 4.694
H 0.505 -2.476 3.143
H 0.438 1.734 3.838
H 0.097 -2.087 0.745
H 0.043 2.120 1.434
H -0.243 1.487 -4.154
H 1.332 -0.350 -3.590
H -1.224 2.822 -2.269
H 1.284 -1.190 -1.264
H 1.991 0.411 -1.086
```



Taking the most stable structure as the zero point, the relative energies in kJ/mol are i 0.0; ii 81.4.